The following is a DFT calculation (the ωB97M-V functional and the def2-TZVPD basis) of a gas-phase ion, C3H8N2O2 (charge -2) in a non-equilibrium geometry.

Geometry as ORCA input:
```
! wB97M-V def2-TZVPD RIJCOSX def2/J DEFGRID3
* xyz -2 1
C 0.74 0.07 -1.10
C 0.07 0.31 0.23
C 1.16 -0.07 1.28
N -1.11 -0.53 0.56
O -0.86 -1.87 0.09
N -2.32 0.04 -0.25
O -2.26 1.44 -0.13
H 1.69 0.66 -1.25
H 1.00 -1.04 -1.22
H -0.06 0.25 -1.91
H -0.24 1.36 0.36
H 1.45 -1.07 0.97
H 0.60 -0.05 2.21
H 2.03 0.66 1.35
H -1.88 -0.15 -1.19
*
```

E_tot: -10307.5240 eV
Relative energy (zero: lowest compared OMol25 entry of this formula, charge and spin): 68.22 kcal/mol
SMILES: CC(C)N([O-])N[O-]

=====

The following is a DFT calculation (the ωB97M-V functional and the def2-TZVPD basis) of 2 unconnected molecules or ions with the total composition C3H8N2O2.

Geometry as ORCA input:
```
! wB97M-V def2-TZVPD RIJCOSX def2/J DEFGRID3
* xyz 0 1
C -0.61 -1.01 -0.79
N 0.54 -0.68 -0.35
C 0.92 0.74 -0.56
N 2.30 0.99 -0.21
O 0.13 1.65 0.14
H -0.92 -2.05 -0.74
H -1.32 -0.30 -1.22
H 0.83 0.87 -1.64
H 2.36 1.18 0.78
H 2.86 0.18 -0.42
H -0.64 1.26 0.59
C -1.63 -0.68 1.54
O -1.97 0.47 1.34
H -0.63 -0.94 1.92
H -2.31 -1.52 1.35
*
```

E_tot: -10313.8670 eV
Relative energy (zero: lowest compared OMol25 entry of this formula, charge and spin): 71.15 kcal/mol
SMILES: C=N[C@H](N)O.C=O

=====

Record-wise E_HOMO values, in Ha: 0.0910; -0.3506